1.
4 unconnected molecules or ions with the total composition C15H34ClO15P2 in a non-equilibrium geometry. Source: the OMol25 dataset; level of theory: the ωB97M-V functional and the def2-TZVPD basis.

Computed properties:
2S+1	1
net charge	-1
electronic energy	-77920.14549	eV
frontier orbital gap	9.466	eV
HOMO	-7.0	eV
LUMO level	2.513	eV

XYZ file:
```
67
Properties=species:S:1:pos:R:3:lowdin_charge:R:1
Cl -2.605 -1.849 0.957 0.627
O -1.579 -2.802 0.695 -0.369
O -2.641 -0.946 -0.179 -0.371
O -3.886 -2.532 1.073 -0.376
O -2.405 -1.130 2.180 -0.364
C -1.810 -5.840 2.006 -0.102
C -3.066 -5.327 2.731 -0.099
O -3.569 -6.487 3.418 0.068
C -2.930 -7.572 2.947 -0.617
O -3.260 -8.696 3.148 0.140
O -1.859 -7.255 2.229 0.062
H -0.864 -5.417 2.328 0.127
H -1.976 -5.688 0.940 0.124
H -3.756 -4.865 2.031 0.112
H -2.750 -4.588 3.466 0.130
C 0.388 4.074 -1.555 -0.056
C 0.049 2.628 -1.900 -0.268
O -0.518 2.612 -3.219 -0.171
P -0.725 1.239 -3.991 0.402
O -1.828 1.243 -4.964 -0.230
O 0.743 0.887 -4.563 -0.187
C 1.298 1.818 -5.499 -0.279
C 2.414 2.598 -4.839 -0.073
O -0.901 0.216 -2.777 -0.189
C -1.359 -1.146 -2.929 -0.257
C -0.801 -1.924 -4.084 -0.077
H 0.548 4.178 -0.482 0.062
H 1.370 4.251 -2.014 0.064
H -0.227 4.834 -2.029 0.078
H 0.941 2.013 -1.754 0.115
H -0.661 2.200 -1.188 0.111
H 1.727 1.283 -6.346 0.115
H 0.543 2.499 -5.898 0.114
H 3.003 3.111 -5.598 0.076
H 2.069 3.326 -4.103 0.058
H 2.988 1.882 -4.245 0.084
H -1.125 -1.566 -1.950 0.091
H -2.451 -1.151 -2.959 0.123
H 0.250 -2.161 -3.918 0.080
H -1.388 -2.840 -4.153 0.082
H -0.962 -1.358 -5.003 0.067
C 0.938 -0.649 0.206 -0.062
C 1.188 0.048 1.537 -0.256
O 1.623 1.385 1.283 -0.186
P 1.563 2.497 2.442 0.415
O 1.912 3.883 2.059 -0.244
O 0.143 2.273 3.108 -0.182
C -1.073 2.400 2.336 -0.248
C -2.234 2.316 3.287 -0.067
O 2.551 1.900 3.546 -0.177
C 3.917 2.275 3.583 -0.284
C 4.771 1.024 3.438 -0.078
H 0.051 -0.275 -0.312 0.053
H 1.694 -0.328 -0.524 0.079
H 0.903 -1.731 0.278 0.075
H 0.244 -0.026 2.079 0.104
H 1.990 -0.440 2.090 0.116
H -1.074 3.318 1.748 0.120
H -1.111 1.540 1.660 0.104
H -2.088 3.053 4.083 0.078
H -3.164 2.583 2.783 0.083
H -2.397 1.349 3.760 0.076
H 4.156 3.068 2.873 0.111
H 4.176 2.687 4.565 0.116
H 4.716 0.582 2.435 0.073
H 5.834 1.240 3.543 0.073
H 4.341 0.276 4.103 0.079
```

2.
3 unconnected molecules or ions with the total composition C15H35BN5O3 in a non-equilibrium geometry. Source: the OMol25 dataset; level of theory: the ωB97M-V functional and the def2-TZVPD basis.

Computed properties:
2S+1	1
net charge	+1
electronic energy	-30385.61093	eV
frontier orbital gap	7.890	eV
HOMO	-11.1	eV
LUMO level	-3.228	eV

XYZ file:
```
59
Properties=species:S:1:pos:R:3:lowdin_charge:R:1
C 4.169 -0.148 2.957 0.087
C 2.939 -0.411 3.387 -0.117
N 2.452 -1.780 3.697 0.028
C 2.089 -2.492 2.404 -0.104
C 3.269 -2.731 1.466 -0.161
C 3.157 -2.024 0.107 -0.165
C 1.801 -2.123 -0.627 -0.192
N 1.290 -0.838 -1.095 0.006
C 1.036 0.126 -0.099 -0.540
N 1.902 1.021 0.159 0.150
N -0.254 0.022 0.496 0.127
B 1.258 -1.658 4.717 -0.581
N 1.501 -0.767 5.813 0.200
O 0.120 -2.336 4.476 0.227
H 4.294 0.657 2.241 0.091
H 5.055 -0.644 3.339 0.094
H 2.209 0.364 3.588 0.126
H 3.196 -2.321 4.149 0.195
H 1.278 -1.918 1.966 0.102
H 1.670 -3.452 2.704 0.130
H 4.198 -2.404 1.934 0.099
H 3.379 -3.806 1.319 0.121
H 3.914 -2.473 -0.537 0.115
H 3.439 -0.979 0.229 0.087
H 1.016 -2.601 -0.033 0.111
H 1.921 -2.759 -1.502 0.119
H 1.861 -0.447 -1.831 0.121
H 1.547 1.676 0.855 0.052
H -0.527 0.927 0.877 0.063
H -0.289 -0.641 1.261 0.063
H 1.042 -1.137 6.644 0.104
H 1.081 0.153 5.703 0.108
H 0.140 -3.289 4.359 0.129
C -3.334 2.920 -1.363 -0.168
C -3.985 3.707 -0.226 -0.162
C -3.281 3.132 0.995 -0.202
O -1.965 2.762 0.565 -0.174
C -1.903 2.801 -0.872 -0.201
H -3.404 3.406 -2.333 0.118
H -3.784 1.929 -1.445 0.110
H -3.757 4.770 -0.327 0.115
H -5.067 3.595 -0.176 0.114
H -3.796 2.238 1.363 0.116
H -3.197 3.845 1.816 0.115
H -1.309 3.673 -1.164 0.123
H -1.409 1.902 -1.236 0.090
C -2.823 -0.232 -5.387 -0.164
C -1.309 -0.399 -5.279 -0.166
C -0.959 0.654 -4.236 -0.201
O -2.089 0.750 -3.367 -0.166
C -3.202 0.061 -3.941 -0.202
H -3.335 -1.107 -5.785 0.113
H -3.063 0.622 -6.023 0.116
H -1.068 -1.396 -4.907 0.113
H -0.782 -0.249 -6.220 0.113
H -0.787 1.631 -4.702 0.121
H -0.081 0.394 -3.643 0.102
H -3.371 -0.865 -3.380 0.119
H -4.091 0.687 -3.850 0.115
```

3.
2 unconnected molecules or ions with the total composition C15H35BrN2O9P4S in a non-equilibrium geometry. Source: the OMol25 dataset; level of theory: the ωB97M-V functional and the def2-TZVPD basis.

Computed properties:
2S+1	1
electronic energy	-155562.36737	eV
frontier orbital gap	6.056	eV
HOMO	-7.6	eV
LUMO level	-1.521	eV

XYZ file:
```
67
Properties=species:S:1:pos:R:3:lowdin_charge:R:1
C 5.040 1.223 2.094 -0.112
O 3.909 2.059 2.168 -0.227
C 4.202 3.446 2.213 -0.237
C 3.005 4.220 1.717 -0.191
C 1.717 3.906 2.480 -0.261
C 0.458 4.098 1.632 -0.299
P 0.405 2.847 0.217 0.648
C -1.184 3.699 -0.506 -0.262
C -1.378 3.520 -1.952 -0.795
O -0.635 3.728 -2.840 0.054
Br -3.247 2.905 -2.454 0.545
O 0.326 1.607 -1.044 -0.324
C 0.210 0.306 -0.588 -0.626
C -0.383 -0.491 -1.754 -0.145
C -0.096 -1.953 -1.863 -0.463
C 0.273 -2.540 -3.192 -0.031
N -0.260 -2.679 -0.826 0.141
P 2.002 -0.289 -0.329 0.475
S 3.044 -0.240 -1.996 0.126
C -0.679 0.399 0.701 -0.569
P -2.496 0.215 0.416 0.771
O -3.136 -1.111 0.639 -0.450
P -0.235 -0.596 2.165 0.405
O -0.205 -2.058 2.082 -0.278
O 1.134 0.042 2.631 -0.121
O -1.314 -0.057 3.218 -0.125
O -0.608 1.724 1.192 -0.366
H 5.256 0.956 1.059 0.086
H 4.844 0.317 2.661 0.086
H 5.925 1.696 2.522 0.083
H 5.061 3.658 1.571 0.120
H 4.487 3.730 3.232 0.124
H 2.884 4.010 0.659 0.091
H 3.226 5.280 1.838 0.117
H 1.651 4.594 3.326 0.106
H 1.752 2.903 2.898 0.081
H -0.402 3.996 2.291 0.081
H 0.471 5.110 1.228 0.080
H 1.193 3.654 -0.656 0.045
H 1.533 2.170 0.779 0.012
H -1.118 4.776 -0.356 0.097
H -2.067 3.370 0.028 0.048
H -1.462 -0.391 -1.752 0.079
H -0.025 -0.005 -2.656 0.120
H -0.190 -3.516 -3.124 0.047
H 1.343 -2.692 -3.286 0.076
H -0.112 -1.971 -4.030 0.088
H -0.042 -3.656 -1.031 0.067
H 1.948 -1.560 0.247 -0.019
H 2.580 0.507 0.647 -0.049
H -3.014 1.237 1.212 0.039
H -2.661 0.718 -0.877 -0.042
H 1.006 0.930 2.992 0.078
H -1.864 -0.825 3.426 0.089
C -3.270 -7.131 -1.434 0.032
C -2.803 -5.812 -1.939 -0.374
O -1.875 -5.544 -2.606 0.192
N -3.679 -4.603 -1.500 0.099
C -3.055 -3.246 -1.744 0.008
H -2.585 -7.891 -1.795 0.105
H -3.284 -7.142 -0.343 0.108
H -4.278 -7.346 -1.796 0.104
H -3.928 -4.712 -0.514 0.181
H -4.569 -4.686 -2.001 0.180
H -2.489 -2.949 -0.862 0.065
H -3.855 -2.538 -1.933 0.109
H -2.401 -3.321 -2.604 0.080
```

4.
A molecular structure, C15H35FeK2N5O13P2 in a non-equilibrium geometry. Source: the OMol25 dataset; level of theory: the ωB97M-V functional and the def2-TZVPD basis.

Computed properties:
energy relative to the best compared isomer or geometry (same formula, charge and spin)	0.00	kJ/mol
2S+1	7
electronic energy	-135808.38363	eV
frontier orbital gap (alpha / beta)	6.799 / 5.853	eV
HOMO (alpha / beta)	-8.4 / -8.4	eV
LUMO level (alpha / beta)	-1.615 / -2.560	eV

XYZ file:
```
73
Properties=species:S:1:pos:R:3:mulliken_spin:R:1
K -35.156 -5.597 10.989 -0.001
K -34.370 -9.002 8.742 0.001
Fe -35.136 -8.298 13.371 4.306
P -35.677 -9.718 11.625 -0.060
O -35.914 -10.570 10.363 0.013
O -34.671 -10.026 12.761 0.196
O -36.677 -9.127 12.627 0.131
O -34.999 -8.380 11.451 0.125
P -34.591 -6.503 14.836 -0.081
O -35.371 -7.776 15.293 0.475
O -33.655 -7.421 14.086 0.587
O -34.049 -5.290 15.607 0.004
O -35.369 -6.384 13.486 0.300
C -39.341 -14.063 10.904 0.000
O -40.127 -14.530 10.079 0.000
N -37.938 -14.079 10.808 0.001
C -37.103 -13.686 11.951 -0.005
C -37.359 -14.314 9.531 0.000
H -39.676 -13.792 11.917 0.000
H -37.716 -13.554 12.843 0.000
H -36.716 -12.701 11.691 0.004
H -36.372 -14.448 12.222 0.000
H -36.632 -15.100 9.737 0.000
H -38.117 -14.622 8.811 0.000
H -36.978 -13.333 9.243 0.000
C -39.693 -10.654 13.919 -0.003
O -40.194 -11.002 15.039 0.000
N -40.288 -10.940 12.728 0.000
C -39.632 -10.486 11.485 -0.006
C -41.592 -11.658 12.565 0.000
H -38.734 -10.137 13.758 0.001
H -40.210 -9.594 11.241 0.000
H -39.677 -11.201 10.663 0.000
H -38.638 -10.062 11.628 0.007
H -42.406 -11.020 12.220 0.000
H -41.420 -12.434 11.819 0.000
H -41.771 -12.177 13.507 0.000
C -33.679 -12.723 9.568 -0.001
O -33.107 -12.051 8.665 0.000
N -33.086 -13.740 10.154 0.000
C -33.618 -14.407 11.308 0.000
C -31.692 -14.177 9.889 0.000
H -34.685 -12.608 10.001 0.001
H -34.115 -15.360 11.124 0.000
H -34.280 -13.740 11.861 0.001
H -32.753 -14.653 11.924 0.000
H -31.255 -13.556 9.107 0.000
H -31.107 -13.990 10.790 0.000
H -31.695 -15.245 9.674 0.000
C -38.036 -10.071 8.047 -0.001
O -37.857 -8.911 7.779 0.000
N -38.948 -10.836 7.352 0.000
C -39.343 -12.131 7.780 -0.001
C -39.433 -10.393 6.010 0.000
H -37.902 -10.580 9.014 0.001
H -38.839 -12.924 7.226 0.000
H -40.410 -12.222 7.579 0.000
H -39.192 -12.268 8.850 0.001
H -40.475 -10.696 5.902 0.000
H -39.371 -9.337 5.746 0.000
H -38.803 -10.750 5.196 0.000
C -35.326 -12.790 15.398 0.001
O -35.069 -13.999 15.562 0.000
N -36.236 -12.178 16.169 0.000
C -36.577 -10.791 15.917 0.005
C -36.973 -12.842 17.232 0.000
H -34.867 -11.982 14.808 -0.001
H -36.416 -10.264 14.976 -0.001
H -36.242 -10.106 16.696 0.000
H -37.667 -10.771 15.931 0.000
H -36.620 -13.857 17.416 0.000
H -37.023 -12.287 18.168 0.000
H -37.968 -12.854 16.787 0.000
```